22
Properties=species:S:1:pos:R:3:forces:R:3:lowdin_charge:R:1 method="wB97M-V/def2-TZVPD" total_energy_ha=-362.87209 gap_ev=8.3 e_above_lowest_kj_mol=281.14 homo_ev=-13.175 multiplicity=1 total_charge=+1 lumo_ev=-4.83
C 2.68430 0.18092 -0.79675 0.5 0.5 -0.1 -0.133
C 3.05880 -0.05953 -2.04206 -0.3 -0.1 0.2 0.105
C 0.99897 1.02772 0.66463 -0.2 -0.2 -0.4 0.174
N 1.44193 0.81770 -0.51336 0.6 -1.0 0.6 0.044
H 3.30526 0.03893 0.07665 0.0 -0.2 0.0 0.129
H 2.40460 0.17803 -2.87120 0.1 0.0 -0.1 0.084
H 4.00220 -0.54092 -2.25086 0.0 0.1 0.0 0.087
H -0.00506 1.43166 0.76581 0.0 0.1 0.2 0.093
H 1.62235 0.71754 1.49233 0.0 0.4 0.2 0.133
H 0.79940 0.80751 -1.28105 -0.5 0.7 -0.6 0.151
C -1.48547 -0.65134 -0.12392 -0.2 -0.3 0.1 -0.299
C -1.88532 -0.10254 1.25613 -0.5 -0.5 -0.3 -0.305
N -2.37201 1.27345 1.12095 -0.1 -0.2 0.3 -0.006
N -0.37614 -1.61034 -0.01067 -0.2 0.3 -0.1 -0.001
H -2.39204 -1.10673 -0.53968 0.1 0.0 -0.1 0.115
H -1.24184 0.14576 -0.83528 0.2 0.1 0.2 0.090
H -2.64306 -0.81890 1.59872 -0.1 0.3 0.3 0.115
H -1.10147 -0.18028 2.01461 0.3 0.2 -0.3 0.105
H -2.68098 1.63408 2.02197 0.2 -0.1 -0.1 0.083
H -3.22435 1.23928 0.56812 0.1 0.2 -0.2 0.082
H -0.69235 -2.35876 0.58714 0.1 -0.2 0.3 0.078
H -0.21775 -2.06323 -0.90224 0.0 0.0 -0.2 0.076